Record 1
This record from the OMol25 dataset describes CH2BNO as an isolated structure. The level of theory is the ωB97M-V functional and the def2-TZVPD basis.

Element x y z (Å)
O -0.93916 0.55879 -0.92481
N 0.21594 -1.68113 1.49427
C -0.40765 0.49422 0.33338
B 0.50691 -0.79131 0.86432
H 0.84775 0.64146 -0.25078
H -0.22379 0.77798 -1.51638

Atomic forces in eV per Å
-1.2 -0.1 0.8
-3.3 -14.2 9.5
4.1 -1.4 -2.1
1.3 16.1 -10.0
-0.5 -0.5 2.4
-0.4 0.1 -0.7

Energy relative to the best compared isomer or geometry (same formula, charge and spin): 234.7 kcal per mole
2S+1: 1
Frontier orbital gap (alpha / beta): 8.311 / 7.271 eV
HOMO (alpha / beta): -10.14 / -9.90 eV
LUMO energy (alpha / beta): -1.831 / -2.628 eV
Maximum force: 18.9 eV/A


Record 2
This record from the OMol25 dataset describes F2O3S3 as an isolated structure. The level of theory is the ωB97M-V functional and the def2-TZVPD basis.

Element x y z (Å)
S -1.36752 0.22147 1.14505
S -0.03744 -1.54552 1.15647
S 0.21526 0.47051 -0.79778
F 1.55053 1.36849 -0.72412
F -0.47763 1.63049 -1.95551
O -0.16949 1.21956 0.51713
O -0.73220 -2.56654 0.42560
O 1.01850 -0.79845 0.23316

Atomic forces in eV per Å
-0.9 -0.1 0.5
1.0 -0.4 0.4
1.5 3.0 -1.6
-0.2 -1.5 -1.5
0.7 -0.9 1.6
-1.7 0.3 0.4
-0.5 -0.3 -0.3
0.0 -0.1 0.6

Energy relative to the best compared isomer or geometry (same formula, charge and spin): 21.7 kcal per mole
2S+1: 1
Frontier orbital gap: 8.986 eV
HOMO: -10.28 eV
LUMO energy: -1.296 eV
Maximum force: 3.7 eV/A


Record 3
This record from the OMol25 dataset describes the molecule C3H4N2. The level of theory is the ωB97M-V functional and the def2-TZVPD basis.

Element x y z (Å)
N 1.21823 0.15165 -1.38478
N -0.68930 0.48685 -0.18429
C -1.17713 -0.71365 2.03819
C -0.75761 -0.33554 0.95756
C 0.22957 -0.37091 -0.66532
H 1.86410 -0.45571 -1.85740
H 1.29615 1.15021 -1.59374
H -1.48700 -1.40910 2.76909
H -0.49702 1.49619 -0.07930

Atomic forces in eV per Å
-0.3 0.3 0.0
0.5 -0.8 1.6
0.5 -0.3 -1.3
-2.5 1.7 1.7
1.8 -0.5 -2.8
0.0 0.0 0.1
0.0 -0.2 0.0
0.1 0.0 0.5
-0.1 -0.3 0.1

Energy relative to the best compared isomer or geometry (same formula, charge and spin): 108.8 kcal per mole
2S+1: 1
Frontier orbital gap: 9.013 eV
HOMO: -8.07 eV
LUMO energy: 0.946 eV
Maximum force: 3.5 eV/A


Record 4
This record from the OMol25 dataset describes a 3-piece molecular cluster, C2HCl3O3 overall. The level of theory is the ωB97M-V functional and the def2-TZVPD basis.

Element x y z (Å)
Cl -1.40360 -4.01622 1.30245
Cl -2.44644 -2.85614 -1.07646
Cl -3.86579 -2.39244 1.32120
O 0.88833 0.07333 0.91350
O -0.54539 -1.08435 0.79831
O -2.45049 0.10244 1.07664
C -2.36597 -2.79147 0.59665
C -1.63076 -0.65320 0.88181
H 1.29020 -0.30156 1.60023

Atomic forces in eV per Å
-0.1 0.2 0.3
0.1 -0.1 -1.3
-0.2 -0.5 0.4
-3.3 2.8 -4.9
4.1 -2.1 -0.4
-2.7 2.5 0.3
0.1 1.3 0.6
-0.6 -1.3 0.2
2.5 -2.8 4.8

Energy relative to the best compared isomer or geometry (same formula, charge and spin): 133.3 kcal per mole
2S+1: 1
Frontier orbital gap: 5.779 eV
HOMO: -8.60 eV
LUMO energy: -2.819 eV
Maximum force: 6.6 eV/A


Record 5
This record from the OMol25 dataset describes the molecule C4H7Cl2NO2S. The level of theory is the ωB97M-V functional and the def2-TZVPD basis.

Element x y z (Å)
Cl 3.39566 -0.92552 1.14171
Cl 2.61427 -1.32685 -1.57215
S 2.15253 1.56346 -0.02938
O 2.44153 1.89296 1.34472
O 3.05101 1.99041 -1.05177
N 0.55591 1.81109 -0.52805
C -0.56113 0.95424 0.01488
C -0.40738 -0.57679 -0.28294
C 2.08023 -0.67298 -0.00839
C 0.76358 -1.21981 0.47300
H 0.67412 -0.88190 1.42449
H -0.15728 -0.82754 -1.29433
H -0.59378 1.08817 1.04250
H 0.47535 1.98732 -1.48226
H -1.45560 -0.95568 -0.12682
H -1.53452 1.32019 -0.39202
H 0.84402 -2.31535 0.32759

Atomic forces in eV per Å
-0.2 -0.4 0.2
-0.5 0.5 0.2
-0.9 -3.5 0.2
-1.1 0.1 -0.9
-0.4 0.2 -0.3
0.2 -0.3 2.6
0.9 -0.7 -2.6
-0.8 0.5 0.0
1.6 2.5 -0.2
-0.3 -0.4 -2.6
-0.1 0.2 3.4
-0.4 0.5 -1.1
0.0 0.3 2.1
0.3 0.3 -1.9
1.3 -0.4 0.4
1.0 -0.1 0.1
-0.4 0.5 0.5

Energy relative to the best compared isomer or geometry (same formula, charge and spin): 1.5 kcal per mole
2S+1: 1
Frontier orbital gap: 9.918 eV
HOMO: -9.52 eV
LUMO energy: 0.398 eV
Maximum force: 3.6 eV/A


Record 6
This record from the OMol25 dataset describes a 2-piece molecular cluster, C2HF4IO overall. The level of theory is the ωB97M-V functional and the def2-TZVPD basis.

Element x y z (Å)
I -2.19080 0.02308 -1.08395
F -0.86283 1.72517 0.85851
F -0.76069 -0.34640 1.40911
F 0.84998 0.84150 -1.47360
F 1.72022 0.65889 0.49880
O 0.88580 -1.71174 -0.50451
C -0.67301 0.48709 0.36521
C 0.69762 0.39275 -0.26541
H 0.33371 -2.07036 0.19583

Atomic forces in eV per Å
0.2 0.1 0.2
0.2 0.2 -0.2
0.2 -0.1 -0.1
-0.1 -0.1 0.6
-0.6 0.1 -0.3
-0.2 4.0 -0.1
-1.0 -0.1 0.0
1.5 -4.3 -0.5
-0.2 0.1 0.3

Energy relative to the best compared isomer or geometry (same formula, charge and spin): 65.2 kcal per mole
2S+1: 1
Frontier orbital gap (alpha / beta): 9.580 / 9.581 eV
HOMO (alpha / beta): -10.32 / -10.32 eV
LUMO energy (alpha / beta): -0.735 / -0.735 eV
Maximum force: 4.6 eV/A


Record 7
This record from the OMol25 dataset describes C32H36BCl5N12OSb2Ti as an isolated structure. The level of theory is the ωB97M-V functional and the def2-TZVPD basis.

Element x y z (Å)
Sb 1.72214 1.82045 -0.61838
Sb -1.56529 2.29593 -2.96104
Ti -0.45028 -1.31651 0.91417
Cl -0.76982 -4.23638 0.48934
Cl 0.65226 -7.01054 0.00411
Cl 4.87344 -4.34108 -2.04644
Cl 3.52027 -7.03356 -1.25648
Cl 3.36604 -1.64080 -1.55912
O 0.73424 -1.97497 -0.29866
N -0.66642 -0.34854 5.52134
N -0.88009 0.50652 1.80989
N -0.86593 0.59793 3.16821
N -3.82605 -1.47201 -1.91384
N -5.13433 -2.54474 -3.42369
N -3.22146 -3.60666 -2.71092
N -1.46409 -1.80413 3.63068
N 0.30187 -0.67644 6.42069
N -1.79525 -1.96514 2.32055
N -1.95264 -0.99147 -0.43554
N 1.04268 -1.38829 2.31722
N 0.91439 -1.05678 3.63354
C -1.54387 0.03401 7.51117
C 3.08538 -1.22552 3.22134
C 1.68413 3.85718 -1.53481
C 3.83182 1.56546 -0.89246
C 0.96179 3.92940 -5.30512
C -1.36463 1.66738 1.33679
C 1.43680 -5.55642 -0.42647
C 0.73998 4.03401 -3.90254
C 2.37768 -1.48297 2.07364
C 2.12152 -0.95590 4.18955
C -0.21433 -0.43909 7.60738
C -0.57705 4.32509 -3.43676
C -2.29160 -2.52892 4.38391
C -3.19212 -3.19206 3.55596
C 1.39408 -3.13024 -0.54705
C 2.65790 -3.13877 -1.12775
C -0.32826 0.90003 -4.02627
C 0.80496 -4.34174 -0.21524
C 3.31961 -4.34619 -1.34661
C 1.90143 2.63192 1.36253
C -1.29966 1.80938 3.52580
C 2.71327 -5.55811 -0.99412
C 3.12100 3.68579 -3.54724
C -2.84699 -2.80601 2.27793
C 3.30884 3.62605 -4.91213
C 1.85110 3.85815 -2.99486
C -2.82601 -1.28478 -1.16613
C -1.63416 2.52642 2.38381
C -3.04486 2.49081 -4.49300
C 2.21248 3.73838 -5.80458
C -1.79740 0.07293 6.17278
C -4.04095 -2.55789 -2.68162
B -0.50188 -0.64022 4.07305
H -2.21053 -2.52208 5.45914
H -3.29333 -3.08400 1.33711
H 0.11977 4.05631 -5.97454
H 4.06946 1.20329 -1.89098
H 2.89125 3.06569 1.49381
H -1.25247 4.69104 -4.20648
H 3.97593 3.61143 -2.88860
H -0.67795 4.86531 -2.50313
H -1.49275 1.81359 0.27512
H 1.75599 1.84140 2.10005
H -2.20929 0.30722 8.31161
H -3.64616 3.38058 -4.31513
H -0.97767 0.29323 -4.65658
H 4.30713 3.49891 -5.31012
H 4.34846 2.50584 -0.70706
H 4.17682 0.83472 -0.16098
H 0.76350 4.31881 -1.18479
H 2.53229 4.33903 -1.04903
H -5.40329 -3.31684 -4.01198
H -2.69238 0.35036 5.63769
H 4.15252 -1.24599 3.35750
H -3.69757 1.61826 -4.45686
H 2.74637 -1.73038 1.09408
H 2.37962 3.69940 -6.87209
H -3.42805 -4.41747 -3.27295
H -2.58414 2.54458 -5.47824
H 0.19393 0.25989 -3.31608
H -1.35066 2.09532 4.56356
H -3.99034 -3.84905 3.85386
H 1.14945 3.40257 1.52346
H -2.40636 -3.65039 -2.12251
H 0.39871 1.39938 -4.66424
H 2.20307 -0.72007 5.23768
H -2.02298 3.52843 2.33655
H -5.75694 -1.75525 -3.36003
H 0.37289 -0.61341 8.49472

Atomic forces in eV per Å
0.2 0.2 0.0
-0.1 0.0 -0.2
-0.2 -0.4 0.0
0.0 0.0 0.1
0.0 0.0 0.0
0.0 0.0 0.0
0.0 0.0 0.0
0.1 0.1 0.0
0.0 0.3 0.4
-0.1 0.0 -0.1
0.0 0.0 -0.2
0.0 0.0 0.1
0.0 0.0 0.0
0.0 0.0 0.0
0.0 -0.1 0.0
-0.2 0.3 -0.1
0.0 0.0 0.0
0.3 -0.2 0.0
0.1 -0.2 0.0
0.0 0.0 -0.2
0.1 0.1 0.0
0.0 0.0 0.1
0.1 0.0 0.0
-0.1 0.0 0.0
-0.1 0.0 0.0
0.0 0.0 0.0
0.0 0.0 0.0
-0.1 0.0 0.0
0.0 0.0 0.0
0.0 0.0 0.0
-0.1 0.0 0.0
-0.1 0.0 -0.1
0.0 0.0 0.0
0.0 0.0 0.0
0.0 0.0 0.0
0.0 0.0 -0.1
-0.1 0.0 0.0
0.0 0.0 0.1
0.0 0.1 0.0
0.0 0.0 0.0
0.0 0.0 -0.1
-0.1 0.0 -0.1
0.0 0.0 0.0
0.0 0.0 -0.1
0.0 0.0 0.1
0.0 0.0 0.0
0.0 0.0 0.1
-0.1 0.0 0.0
0.0 0.0 0.1
0.1 0.0 0.1
0.0 0.0 0.0
0.1 0.0 -0.1
0.0 0.1 0.1
0.0 -0.1 0.1
0.0 0.0 0.0
0.0 0.0 0.0
0.0 0.0 0.0
0.0 0.0 0.0
0.0 0.0 0.0
0.0 0.0 0.0
0.0 0.0 0.0
0.0 0.0 0.0
0.0 0.0 0.0
0.0 0.0 0.0
0.0 0.0 0.0
0.0 0.0 0.0
0.0 0.0 0.0
0.0 0.0 0.0
0.0 0.0 0.0
0.0 0.0 0.0
0.0 0.0 0.0
0.0 0.0 0.0
0.0 0.0 0.0
0.0 0.0 0.0
0.0 0.0 0.0
0.0 0.0 0.0
0.0 0.0 0.0
0.0 0.0 0.0
0.0 0.0 0.0
0.0 0.0 0.0
0.0 0.0 0.0
0.0 0.0 0.0
0.0 0.0 0.0
0.0 0.0 0.0
0.0 0.0 0.0
0.0 0.0 0.0
0.0 0.0 0.0
0.0 0.0 0.0
0.0 0.0 0.0
0.0 0.0 0.0

Energy relative to the best compared isomer or geometry (same formula, charge and spin): 19.2 kcal per mole
2S+1: 2
Frontier orbital gap (alpha / beta): 6.084 / 5.414 eV
HOMO (alpha / beta): -15.40 / -15.48 eV
LUMO energy (alpha / beta): -9.320 / -10.071 eV
Maximum force: 0.5 eV/A
Charge: +3


The highest 2S+1 belongs to which entry? C32H36BCl5N12OSb2Ti


Which of these has the highest 2S+1? C32H36BCl5N12OSb2Ti


Which of these has the highest maximum force? CH2BNO